The following is a quantum chemistry calculation of a 2-piece molecular cluster, C4H11S2 overall, from the OMol25 dataset.

As for the total energy: -25996.2241 eV. As for the relative energy (zero: lowest compared OMol25 entry of this formula, charge and spin): 37.2 kcal/mol. As for the largest force on an atom: 0.0970 hartree/bohr. Its LUMO energy is 3.03 eV.

ORCA input file:
```
! wB97M-V def2-TZVPD RIJCOSX def2/J DEFGRID3
* xyz -1 1
C 1.376 -2.257 2.045
S 1.006 -2.818 0.325
C 0.777 -1.169 -0.291
H 0.457 -2.315 2.661
H 1.993 -3.126 2.533
H 1.872 -1.332 2.123
H 1.535 -0.408 0.089
H -0.124 -0.787 0.046
H 0.950 -1.215 -1.306
C -1.488 1.194 -1.208
C -1.134 2.710 -0.872
S 0.432 2.680 0.314
H -1.861 0.700 -0.357
H -2.163 1.084 -2.131
H -0.584 0.815 -1.764
H -0.911 3.279 -1.795
H -2.135 2.965 -0.415
*
```